{
  "formula": "C48H58F5O4Rh",
  "method": "wB97M-V/def2-TZVPD",
  "total_charge": 0,
  "homo_lumo_gap_ev": [7.10, 5.04],
  "e_tot_ha": -2774.5445,
  "molar_mass_g_mol": 896.9,
  "spin_multiplicity": 5,
  "species": ["Rh", "C", "O", "C", "C", "C", "C", "C", "C", "C", "C", "C", "C", "C", "C", "C", "C", "C", "C", "C", "C", "C", "C", "C", "C", "C", "C", "C", "C", "C", "C", "C", "C", "O", "C", "C", "C", "C", "C", "O", "C", "C", "C", "C", "C", "C", "O", "C", "C", "C", "C", "H", "H", "H", "H", "H", "H", "H", "H", "H", "H", "H", "H", "H", "H", "H", "H", "H", "H", "H", "H", "H", "H", "H", "H", "H", "H", "H", "H", "H", "H", "H", "H", "H", "H", "H", "H", "H", "H", "H", "H", "H", "H", "H", "H", "H", "H", "H", "H", "H", "H", "H", "H", "H", "H", "H", "H", "H", "H", "F", "C", "F", "C", "F", "F", "F"],
  "xyz": [[0.2690, 1.3650, -0.0253], [-0.0361, 2.2118, -3.4182], [-0.4946, 1.5497, -2.2409], [-1.0679, 0.2728, -2.3759], [-0.4166, -0.7899, -3.0101], [0.9225, -0.7084, -3.7260], [2.2144, -0.5304, -2.9275], [3.4198, -0.6763, -3.6012], [4.6512, -0.5006, -2.9790], [4.6338, -0.0427, -1.6593], [3.4633, 0.1506, -0.9525], [3.5039, 0.8261, 0.4109], [2.5568, 0.3091, 1.4781], [2.7678, -0.9377, 2.0277], [1.9654, -1.4348, 3.0504], [0.8759, -0.6647, 3.4381], [0.6033, 0.5993, 2.9277], [-0.6392, 1.2911, 3.4585], [-1.9185, 1.2819, 2.6136], [-3.0568, 1.8235, 3.1848], [-4.2432, 2.0106, 2.4736], [-4.1971, 1.7683, 1.1022], [-3.0867, 1.2254, 0.4781], [-3.0137, 1.2272, -1.0426], [-2.2935, 0.0875, -1.7339], [-2.9058, -1.1578, -1.7893], [-2.3190, -2.2264, -2.4460], [-1.0694, -2.0144, -3.0250], [-2.9815, -3.5943, -2.5671], [-4.3971, -3.6027, -1.9842], [-2.1400, -4.6290, -1.8050], [-3.0798, -3.9914, -4.0481], [-1.9739, 0.8048, 1.2725], [-1.0705, -0.0102, 0.8074], [-5.4997, 2.4754, 3.2030], [-6.6942, 2.6352, 2.2605], [-5.8692, 1.4205, 4.2599], [-5.2482, 3.8268, 3.8905], [1.4918, 1.1101, 1.9611], [1.5103, 2.4365, 1.4818], [1.2891, 3.5386, 2.3598], [2.3183, -2.7488, 3.7318], [3.7185, -2.6187, 4.3532], [1.3398, -3.1212, 4.8495], [2.3196, -3.8833, 2.6964], [2.2213, -0.2211, -1.5452], [1.1353, -0.3454, -0.8379], [5.9814, -0.7627, -3.6797], [5.8009, -1.3529, -5.0809], [6.7616, 0.5549, -3.8154], [6.8071, -1.7624, -2.8545], [-0.5954, 1.8644, -4.2864], [-0.2175, 3.2771, -3.2796], [1.0323, 2.0470, -3.5683], [1.0309, -1.6295, -4.3018], [0.8856, 0.0939, -4.4688], [3.3848, -0.9444, -4.6514], [5.5750, 0.1866, -1.1676], [4.5249, 0.7463, 0.7904], [3.3034, 1.8876, 0.2541], [3.5935, -1.5227, 1.6380], [0.1815, -1.0537, 4.1691], [-0.8811, 0.8256, 4.4155], [-0.4247, 2.3369, 3.6811], [-3.0089, 2.1248, 4.2275], [-5.0486, 2.0310, 0.4836], [-4.0325, 1.2791, -1.4328], [-2.5278, 2.1644, -1.3313], [-3.8592, -1.2676, -1.2883], [-0.5572, -2.8435, -3.4979], [-4.3842, -3.3992, -0.9122], [-5.0322, -2.8644, -2.4771], [-4.8428, -4.5872, -2.1354], [-2.0262, -4.3241, -0.7634], [-2.6294, -5.6054, -1.8329], [-1.1436, -4.7311, -2.2366], [-3.6679, -3.2558, -4.6003], [-2.0993, -4.0626, -4.5181], [-3.5699, -4.9635, -4.1390], [-6.9255, 1.6962, 1.7548], [-7.5714, 2.9319, 2.8381], [-6.5079, 3.4058, 1.5098], [-6.0834, 0.4656, 3.7766], [-5.0561, 1.2648, 4.9689], [-6.7562, 1.7322, 4.8179], [-4.9080, 4.5633, 3.1602], [-6.1697, 4.1916, 4.3505], [-4.4905, 3.7468, 4.6705], [1.7251, 3.3329, 3.3372], [1.7906, 4.3882, 1.8982], [0.2311, 3.7789, 2.4603], [3.7335, -1.8246, 5.1023], [3.9924, -3.5568, 4.8404], [4.4725, -2.3914, 3.5992], [1.2987, -2.3513, 5.6218], [0.3339, -3.2882, 4.4603], [1.6769, -4.0462, 5.3191], [3.0833, -3.7266, 1.9338], [2.5190, -4.8358, 3.1911], [1.3504, -3.9435, 2.1989], [5.3149, -0.6429, -5.7527], [6.7805, -1.5896, -5.5001], [5.2155, -2.2733, -5.0517], [6.1720, 1.2834, -4.3746], [6.9945, 0.9803, -2.8385], [7.7007, 0.3858, -4.3489], [6.2575, -2.6971, -2.7307], [7.7487, -1.9806, -3.3649], [7.0430, -1.3712, -1.8645], [0.2325, 4.4405, -0.9783], [-1.0284, 4.3439, -0.6322], [-1.1022, 3.4391, 0.3351], [-1.5822, 5.6652, -0.1318], [-0.9792, 6.0776, 0.9788], [-2.8798, 5.5180, 0.1351], [-1.4202, 6.6025, -1.0607]],
  "forces_ev_per_angstrom": [[0.4149, -1.3522, -0.6445], [0.0994, 0.1210, 0.0015], [-0.0642, -0.1203, 0.0787], [-0.5879, -0.2677, -0.0937], [0.1275, -0.0159, -0.1420], [0.1499, -0.0048, 0.2338], [-0.2474, 0.1890, 0.4158], [0.1927, 0.0566, 0.0106], [-0.0996, -0.0113, -0.0963], [0.0864, 0.0771, -0.0787], [-0.3901, -0.1808, 0.0029], [-0.1057, -0.0942, -0.0933], [0.0476, 0.4053, -0.0732], [-0.1123, -0.0839, -0.0548], [-0.0885, 0.1478, 0.0193], [0.0344, -0.0731, -0.0879], [-0.1131, 0.2625, -0.1207], [-0.1387, -0.1045, -0.1797], [0.1848, -0.0917, -0.4032], [-0.1578, 0.1791, -0.0991], [0.1295, 0.0492, 0.0593], [-0.0680, 0.1274, 0.0171], [0.4431, -0.2555, 0.1707], [0.1034, -0.1063, 0.1640], [0.1479, 0.3322, -0.1913], [0.0567, -0.1554, -0.0285], [-0.0455, 0.0895, 0.0140], [0.0024, 0.0953, 0.0296], [-0.0259, -0.0882, 0.0386], [0.1231, 0.0165, -0.0099], [-0.0428, 0.0537, -0.0283], [-0.0235, 0.0044, 0.0835], [-1.2490, 0.2619, 0.6343], [0.5760, 0.4189, -0.5103], [-0.0217, 0.0114, 0.0734], [0.0992, 0.0000, 0.0483], [-0.0474, 0.0920, -0.0599], [-0.0291, -0.0893, -0.0584], [0.9227, -0.5650, 0.9971], [-0.5166, 0.1214, -0.0933], [0.0308, 0.1729, 0.0188], [0.0259, -0.1679, 0.0069], [-0.0736, -0.0247, -0.0280], [0.0494, 0.0484, -0.1115], [-0.0119, 0.0927, 0.0194], [0.7355, -0.2023, -0.6773], [-0.2833, 0.5136, 0.5747], [0.0902, 0.0585, -0.0037], [-0.0026, 0.0622, 0.0976], [-0.0129, -0.1181, -0.0200], [-0.0098, 0.0458, -0.0813], [-0.0263, -0.0235, 0.0279], [-0.0054, -0.0107, -0.0120], [-0.0185, -0.0226, 0.0187], [-0.0844, 0.0074, -0.0395], [0.0096, -0.0803, -0.0234], [-0.0240, -0.0590, 0.0092], [-0.0152, 0.0043, 0.0254], [0.0043, 0.0550, 0.0330], [0.1195, 0.0210, 0.0541], [0.0153, 0.0113, 0.0376], [0.0103, 0.0327, 0.0488], [0.0952, 0.0120, 0.0467], [-0.0202, -0.0630, 0.1010], [-0.0155, -0.0444, 0.0328], [0.0072, -0.0648, 0.0007], [-0.0095, -0.0127, -0.0029], [-0.1148, -0.0147, -0.1009], [-0.0140, 0.0078, -0.0411], [-0.0100, 0.0067, -0.0682], [-0.0487, 0.0133, 0.0010], [-0.0259, 0.0006, 0.0261], [-0.0123, -0.0018, 0.0196], [0.0109, -0.0358, 0.0130], [0.0291, -0.0165, -0.0048], [0.0052, 0.0004, 0.0034], [-0.0012, -0.0113, -0.0215], [0.0122, -0.0006, -0.0005], [0.0080, -0.0030, -0.0212], [-0.0134, 0.0246, -0.0378], [-0.0132, 0.0091, -0.0180], [-0.0346, -0.0150, -0.0266], [0.0042, -0.0174, 0.0278], [0.0078, 0.0033, 0.0141], [0.0074, -0.0048, 0.0015], [-0.0179, 0.0357, 0.0148], [0.0215, 0.0155, 0.0274], [0.0178, 0.0076, 0.0054], [0.0065, -0.0297, -0.0123], [0.0565, -0.0301, 0.0384], [-0.0007, -0.0915, 0.0100], [0.0200, 0.0030, 0.0001], [0.0347, 0.0053, 0.0007], [0.0085, -0.0044, 0.0085], [-0.0234, -0.0002, 0.0050], [-0.0175, 0.0145, 0.0311], [-0.0265, -0.0152, 0.0065], [-0.0185, -0.0166, -0.0171], [0.0218, -0.0169, -0.0249], [0.0078, -0.0307, -0.0193], [-0.0425, -0.0393, -0.0195], [-0.0044, 0.0097, -0.0177], [-0.0139, 0.0031, -0.0332], [0.0245, 0.0293, 0.0018], [-0.0007, 0.0234, -0.0023], [0.0114, 0.0281, 0.0267], [0.0118, -0.0096, 0.0191], [0.0106, -0.0023, 0.0303], [-0.0148, -0.0117, 0.0120], [0.4709, 0.1642, -0.7676], [0.5929, 0.1623, 1.1040], [-0.7231, -0.1139, 0.0567], [-0.8964, 0.2432, -0.4615], [0.3238, -0.0882, 0.2682], [0.0252, 0.0490, -0.0327], [-0.0097, 0.0660, -0.1239]],
  "lowdin_charge": [1.240, -0.041, -0.211, -0.203, -0.121, -0.071, -0.122, 0.001, -0.184, -0.005, -0.128, -0.068, -0.130, 0.033, -0.138, 0.034, -0.125, -0.068, -0.123, -0.008, -0.182, 0.002, -0.139, -0.070, -0.131, 0.034, -0.154, 0.023, -0.558, -0.069, -0.043, -0.049, -0.350, -0.124, -0.563, -0.072, -0.049, -0.050, -0.257, -0.218, -0.042, -0.556, -0.045, -0.067, -0.039, -0.308, -0.148, -0.564, -0.074, -0.052, -0.053, 0.109, 0.082, 0.095, 0.116, 0.105, 0.108, 0.111, 0.124, 0.117, 0.132, 0.112, 0.120, 0.096, 0.117, 0.106, 0.124, 0.098, 0.118, 0.115, 0.086, 0.087, 0.083, 0.091, 0.083, 0.079, 0.090, 0.074, 0.083, 0.086, 0.083, 0.084, 0.090, 0.076, 0.083, 0.085, 0.082, 0.073, 0.112, 0.102, 0.076, 0.090, 0.085, 0.078, 0.086, 0.090, 0.084, 0.080, 0.084, 0.094, 0.083, 0.082, 0.087, 0.087, 0.075, 0.082, 0.090, 0.081, 0.073, 0.151, -0.187, 0.096, -0.595, 0.182, 0.175, 0.178]
}

***

{
  "formula": "C4H4O",
  "method": "wB97M-V/def2-TZVPD",
  "total_charge": 0,
  "smiles": "C#C[C@@H]1CO1",
  "de_lowest_ev": 2.745,
  "homo_lumo_gap_ev": 11.15,
  "e_tot_ha": -229.9271,
  "molar_mass_g_mol": 68.1,
  "species": ["C", "C", "C", "C", "O", "H", "H", "H", "H"],
  "xyz": [[1.1077, 0.4160, 1.8287], [0.2674, 0.3462, 0.9861], [-0.6069, 0.1972, -0.1192], [-0.5890, -0.9639, -0.9811], [0.0060, 0.2306, -1.3290], [1.7316, 0.4395, 2.6875], [-1.5381, 0.7863, -0.0540], [0.1372, -1.8120, -0.7174], [-1.4537, -1.2308, -1.5709]],
  "forces_ev_per_angstrom": [[0.0650, 0.0100, 0.8012], [0.4324, -0.3382, 0.4954], [-2.1722, 1.2033, 1.4712], [1.0002, -2.8695, 0.3869], [1.4948, 1.0892, -2.7149], [0.2101, 0.0959, -0.0806], [0.3544, -0.3200, 0.0056], [-1.1801, 1.2487, -0.4496], [-0.2046, -0.1193, 0.0847]],
  "lowdin_charge": [0.139, -0.075, -0.382, -0.119, -0.003, 0.029, 0.154, 0.148, 0.110]
}